Record 1
{
  "formula": "C5H11NO",
  "method": "ωB97M-V/def2-TZVPD",
  "energy_ev": -8901.390,
  "homo_energy_ha": -0.3556,
  "e_above_lowest_kcal_mol": 7.1,
  "smiles": "CC[C@@H](C)NC=O",
  "charge": 0,
  "homo_lumo_gap_ha": 0.3894,
  "elements": ["C", "C", "H", "H", "H", "H", "O", "H", "C", "H", "C", "H", "H", "C", "H", "H", "H", "N"],
  "coordinates": [[0.342, 0.416, 0.148], [0.611, 1.651, 1.004], [2.048, -2.509, 0.605], [0.778, 0.572, -0.847], [1.684, 1.835, 1.114], [-0.954, -1.119, -1.770], [1.357, -1.886, -1.209], [-1.448, -0.659, 0.703], [-1.572, -0.286, -1.423], [0.172, 1.543, 2.003], [1.508, -1.762, -0.009], [-1.741, 1.021, 0.284], [0.157, 2.532, 0.544], [-1.171, 0.130, -0.008], [1.223, -0.728, 1.720], [-2.627, -0.580, -1.461], [-1.432, 0.545, -2.124], [1.063, -0.716, 0.725]]
}

Record 2
{
  "formula": "C51H63F21N2O14S",
  "method": "ωB97M-V/def2-TZVPD",
  "energy_ev": -153454.666,
  "homo_energy_ha": -0.3105,
  "smiles": "[H]/N=C\\Cc1cc2c(c(CCCF)c1CC)N(CCC(=O)O)c1c(F)c(F)cc(CCC(C)C)c1S2.CCOC(=O)C(F)(F)F.CCOC(=O)C(F)(F)F.CCOC(=O)C(F)(F)F.CCOC(=O)C(F)(F)F.CCOC(=O)C(F)(F)F.CCOC(=O)C(F)(F)F",
  "charge": 0,
  "homo_lumo_gap_ha": 0.3124,
  "elements": ["H", "H", "H", "H", "H", "F", "F", "H", "C", "C", "C", "O", "C", "O", "O", "C", "C", "H", "C", "F", "H", "H", "O", "H", "F", "C", "C", "C", "H", "C", "H", "C", "C", "O", "F", "C", "H", "O", "H", "C", "H", "C", "C", "H", "C", "O", "O", "C", "N", "H", "O", "H", "F", "H", "H", "C", "H", "C", "H", "F", "C", "H", "H", "C", "H", "H", "H", "F", "C", "F", "S", "F", "C", "H", "C", "C", "F", "C", "O", "F", "H", "H", "H", "H", "C", "C", "O", "C", "C", "N", "C", "C", "H", "O", "O", "H", "H", "C", "C", "C", "H", "C", "H", "C", "F", "C", "H", "C", "O", "H", "H", "H", "H", "C", "F", "H", "H", "H", "H", "C", "H", "H", "H", "H", "F", "H", "C", "H", "F", "C", "H", "H", "H", "H", "H", "F", "H", "C", "H", "C", "H", "H", "C", "H", "F", "C", "H", "F", "C", "F", "C", "F"],
  "coordinates": [[-6.812, -2.099, 3.159], [3.028, -3.103, 2.295], [0.136, 4.042, -1.341], [-2.734, -4.509, -1.284], [1.108, 2.302, 0.170], [7.364, -3.011, 0.175], [2.225, 0.096, -8.345], [9.759, -3.094, 2.360], [-1.375, -0.295, -1.162], [10.522, -4.501, 4.355], [-2.807, -2.358, -0.594], [3.354, 0.850, -5.764], [1.698, -0.125, -7.125], [5.271, -4.274, 1.521], [1.195, 10.800, 1.307], [-0.814, -2.504, 3.165], [3.148, 4.795, 0.144], [-5.158, 2.229, 6.269], [2.073, 0.968, -6.130], [-0.807, 10.316, 4.161], [3.061, -5.255, 0.972], [-5.562, -3.891, -1.658], [0.470, -5.026, -8.631], [-2.108, -4.209, -3.300], [4.990, 6.207, -0.407], [7.974, -4.294, 2.646], [1.833, -4.588, -8.502], [3.381, 1.491, -3.433], [-2.664, 2.393, 3.460], [-3.470, -3.729, -0.981], [-0.661, 0.104, 2.895], [1.289, 3.361, 0.349], [-3.753, 2.622, 3.590], [10.946, -5.028, 3.367], [0.375, -0.230, -7.298], [8.972, -3.249, 3.101], [-6.481, 3.406, 3.902], [3.935, -3.766, -0.210], [-6.039, 2.762, 1.669], [-1.954, -1.609, -1.526], [2.277, -4.638, -9.497], [-1.688, -1.486, 3.999], [-4.114, 3.628, 2.393], [7.493, -3.993, 1.727], [-0.507, 10.758, 2.933], [0.262, -2.173, 2.739], [9.540, -3.596, 4.377], [2.804, -4.302, 0.507], [-2.703, 0.251, 2.366], [-2.734, -2.976, -4.540], [2.716, 5.529, 0.986], [4.903, 1.856, -4.898], [11.831, -5.826, 5.847], [-7.756, 2.465, 4.742], [-5.411, 3.979, 5.832], [-4.058, 0.114, 2.871], [1.350, 3.500, 1.430], [3.033, 9.308, 0.748], [-9.133, -1.890, 3.021], [2.132, -1.333, -6.726], [-4.607, -3.430, -2.047], [-8.725, -1.772, 5.900], [-5.118, -3.401, -5.552], [-1.658, -0.039, 3.378], [7.210, -4.450, 3.409], [8.464, -2.293, 3.236], [3.024, 8.800, 1.713], [-1.805, -6.432, -8.315], [-1.770, -5.152, -7.907], [-2.551, -5.067, -6.818], [-4.107, -2.553, 1.958], [-1.273, 10.064, 2.072], [-5.012, 2.965, 1.284], [-2.707, -1.878, 4.234], [2.282, -3.306, 1.523], [-2.906, -3.969, -4.044], [5.857, -2.100, -1.067], [-6.652, 2.592, 4.666], [1.842, 10.431, 3.428], [5.411, 4.111, -0.121], [-1.376, -4.286, 3.762], [-4.579, 4.568, 2.808], [1.873, -3.546, -8.182], [3.789, 2.201, -2.712], [0.167, 4.177, -0.257], [-2.485, -0.440, 1.119], [-0.023, -4.033, -6.671], [-6.020, 1.303, 4.009], [-5.248, -3.117, -4.480], [-9.162, -2.298, 3.965], [11.056, -4.736, 5.769], [-8.740, -1.455, 4.829], [1.389, -3.684, 2.003], [-1.206, -3.819, 2.921], [1.332, 1.828, -5.750], [2.194, -5.447, -6.549], [-1.777, 0.678, 4.238], [-1.642, 0.265, 0.139], [-8.316, -0.027, 4.329], [2.602, -5.493, -7.560], [-8.613, 0.745, 5.082], [3.814, 1.847, -4.841], [-2.808, -4.737, -4.871], [-4.380, -4.029, -3.497], [11.800, -3.698, 6.195], [6.214, -3.257, -0.485], [-4.783, -5.075, -3.500], [-0.349, -4.669, -7.631], [2.546, 3.680, -0.277], [-3.854, 3.142, 4.571], [-6.312, -3.085, -4.136], [-6.647, 3.152, 6.875], [3.653, -5.205, -7.521], [2.566, 10.743, 0.878], [-5.137, 3.893, 0.203], [8.461, -5.258, 2.480], [-8.952, 0.178, 3.417], [2.531, -6.533, -7.885], [3.469, 2.839, -5.137], [-6.253, -1.145, 3.259], [-1.715, -1.959, -2.557], [-4.506, 2.044, 0.884], [-4.848, -2.070, -4.336], [2.052, -2.354, 1.044], [10.067, -4.899, 6.667], [-1.156, -1.414, 4.995], [-4.633, 1.321, 3.503], [-0.794, 3.883, 0.163], [-0.620, 0.364, -2.106], [0.984, 10.627, 2.616], [2.608, 11.231, -0.096], [2.294, 1.494, -3.341], [2.033, -4.503, -0.236], [-3.183, 3.978, 1.864], [0.312, 5.243, -0.072], [4.384, 4.777, -1.901], [-3.994, -4.134, -0.069], [4.486, 4.978, -0.574], [3.206, 11.316, 1.552], [-3.035, -1.722, 0.722], [4.047, 9.267, 0.348], [3.721, 0.487, -3.173], [5.108, -3.820, 0.421], [-4.793, -2.325, -2.119], [-0.914, 12.040, 2.869], [-5.935, 2.998, 6.019], [2.369, 8.747, 0.087], [-1.142, 1.507, 0.510], [-6.824, 0.072, 3.862], [-2.368, -4.426, -8.869], [-4.879, -1.101, 2.765], [6.519, -4.107, -1.481]]
}

Record 3
{
  "formula": "C55H44BrClF2NO8",
  "method": "ωB97M-V/def2-TZVPD",
  "energy_ev": -163613.841,
  "homo_energy_ha": -0.3967,
  "charge": 1,
  "homo_lumo_gap_ha": 0.2959,
  "elements": ["C", "H", "C", "H", "C", "C", "O", "C", "H", "O", "H", "O", "H", "C", "C", "H", "C", "C", "C", "C", "C", "H", "C", "H", "H", "C", "H", "C", "C", "O", "H", "C", "H", "C", "C", "C", "C", "C", "H", "H", "C", "C", "O", "C", "C", "H", "C", "C", "H", "H", "C", "H", "C", "C", "H", "H", "H", "C", "H", "H", "H", "N", "H", "H", "H", "C", "C", "H", "C", "H", "H", "H", "Cl", "O", "C", "C", "H", "F", "H", "C", "C", "C", "H", "O", "C", "C", "C", "H", "C", "O", "H", "C", "C", "H", "F", "H", "C", "H", "C", "C", "H", "H", "Br", "C", "C", "C", "H", "C", "H", "H", "C", "C"],
  "coordinates": [[-8.001, -6.436, -4.900], [-1.302, 2.948, 0.394], [-3.316, 3.024, 2.276], [-4.134, 3.104, 3.018], [-7.459, -2.181, -4.590], [-0.431, 0.766, 1.737], [7.074, 3.861, 2.472], [3.716, 3.752, 1.178], [6.922, -5.251, 1.273], [11.571, -2.747, 3.455], [-9.177, 0.222, -7.081], [3.061, 2.962, -0.936], [-4.498, 0.238, 2.363], [-8.413, -4.156, -5.797], [2.147, 4.564, 2.808], [8.571, 3.194, 0.579], [9.572, 0.904, 3.078], [4.489, 4.466, 3.349], [-7.785, -5.066, -4.804], [9.685, -1.487, 2.842], [6.436, 3.191, 0.312], [-5.787, 1.263, 3.110], [-8.158, 2.393, 1.075], [-0.891, -0.039, -0.294], [-1.385, 0.539, 2.255], [-7.407, -7.297, -3.989], [1.127, 4.804, 3.088], [10.453, -2.751, 2.981], [-7.327, -0.804, -4.435], [-8.520, 3.147, 0.269], [7.755, 1.830, 2.400], [7.746, -2.772, 1.914], [-5.629, 3.118, -0.134], [8.521, -4.033, 2.034], [3.980, 3.193, -0.173], [8.292, 0.899, 2.530], [-6.371, -5.427, -2.883], [-1.644, 2.060, -0.186], [7.173, 1.838, -3.231], [-8.637, -6.832, -5.682], [-8.227, -2.690, -5.638], [10.558, -5.202, 2.585], [-6.070, -2.651, -2.749], [-2.456, 4.304, 2.434], [-6.777, -3.095, -3.638], [11.264, -0.278, 3.655], [2.412, 4.057, 1.547], [3.184, 4.762, 3.715], [-3.030, 0.884, 0.960], [10.553, -7.313, 2.219], [10.267, -0.285, 3.233], [-7.583, -8.363, -4.061], [4.759, 3.969, 2.078], [-8.698, -0.452, -6.381], [0.099, 1.649, 2.149], [9.038, 2.347, -1.686], [-5.894, -0.023, -1.026], [5.654, 2.434, -1.843], [-6.178, -0.336, 2.440], [-4.807, -0.599, 0.284], [-5.788, 3.331, 1.605], [-3.811, 2.815, 0.868], [-7.662, 0.949, -0.420], [4.842, 2.218, -2.525], [8.217, -7.345, 1.400], [9.981, -6.394, 2.175], [8.669, -6.412, 1.711], [-7.770, 0.274, 1.228], [6.966, 2.221, -2.240], [-6.114, -7.467, -2.282], [0.232, -0.108, 1.900], [-6.741, -0.403, -3.617], [-8.497, 2.795, 2.789], [-1.483, 4.245, 3.038], [-0.628, 0.919, 0.197], [-3.112, 1.670, 0.177], [-3.328, 0.211, -1.375], [-4.420, 1.909, -1.913], [2.975, 5.152, 4.703], [-7.948, 0.058, -5.325], [-5.301, 2.689, 0.842], [6.164, 3.686, 1.685], [1.600, 3.901, 0.846], [6.604, -2.783, 1.492], [-6.979, -4.558, -3.784], [-5.163, 0.300, -0.265], [-6.584, -6.792, -2.987], [10.028, 1.840, 3.380], [-3.954, 1.030, -0.959], [-9.070, -4.600, -6.715], [-5.734, -5.038, -2.098], [8.014, 2.503, -1.369], [7.941, -5.235, 1.640], [-3.545, 3.665, 0.348], [-2.800, 5.467, 1.841], [-2.669, 2.200, 2.631], [-7.386, 1.127, 0.638], [11.577, -5.193, 2.950], [7.704, -0.298, 2.151], [7.751, 2.981, -0.095], [6.706, -0.298, 1.728], [5.297, 4.625, 4.053], [-1.340, 2.479, -2.075], [-5.556, 0.564, 2.274], [9.830, -4.020, 2.522], [-8.837, -1.822, -6.537], [-7.848, 1.129, -5.199], [-5.827, 1.225, 0.863], [0.348, 1.250, -0.223], [-9.425, -2.215, -7.357], [8.394, -1.495, 2.310], [5.385, 2.929, -0.572]]
}

Record 4
{
  "formula": "C6H12O",
  "method": "ωB97M-V/def2-TZVPD",
  "energy_ev": -8463.143,
  "homo_energy_ha": -0.3492,
  "e_above_lowest_kcal_mol": 27.9,
  "smiles": "CCC(C)=O.C=C",
  "charge": 0,
  "homo_lumo_gap_ha": 0.3838,
  "elements": ["H", "C", "C", "H", "H", "C", "H", "H", "C", "H", "H", "H", "C", "O", "H", "H", "H", "H", "C"],
  "coordinates": [[1.627, -1.354, -0.911], [-0.975, -2.271, 0.147], [0.053, -0.102, -1.708], [0.943, 1.510, 2.136], [-1.363, -2.783, 1.029], [0.095, 2.046, 1.719], [1.464, 0.191, -0.075], [-0.716, 3.141, 0.101], [0.105, -1.295, 0.565], [1.042, 2.603, -0.086], [0.655, 0.542, -2.358], [-0.579, -3.002, -0.568], [0.898, -0.619, -0.541], [0.341, -1.080, 1.736], [-0.793, 0.495, -1.349], [-1.793, -1.741, -0.355], [-0.806, 2.063, 2.328], [-0.339, -0.918, -2.323], [0.141, 2.625, 0.525]]
}